{
  "formula": "C50H56F6N10O7S2",
  "method": "ωB97M-V/def2-TZVPD",
  "lumo_energy_ha": [-0.4466, -0.4358],
  "multiplicity": 2,
  "homo_lumo_gap_ev": [1.7591, 4.9837],
  "charge": 5,
  "species": ["N", "O", "O", "O", "C", "N", "C", "C", "C", "C", "C", "C", "C", "C", "N", "C", "C", "C", "H", "H", "H", "H", "H", "H", "H", "H", "H", "H", "H", "H", "H", "H", "C", "N", "C", "C", "C", "C", "C", "C", "C", "C", "N", "C", "C", "C", "H", "H", "H", "H", "H", "H", "H", "H", "H", "H", "H", "H", "H", "H", "C", "N", "C", "C", "C", "C", "C", "C", "C", "C", "N", "C", "C", "C", "H", "H", "H", "H", "H", "H", "H", "H", "H", "H", "H", "H", "H", "H", "C", "N", "C", "C", "C", "C", "C", "C", "C", "C", "N", "C", "C", "C", "H", "H", "H", "H", "H", "H", "H", "H", "H", "H", "H", "H", "H", "H", "C", "F", "F", "F", "S", "O", "O", "N", "S", "O", "O", "C", "F", "F", "F"],
  "coordinates": [[-0.09250, 1.31379, 0.10887], [-0.37945, 1.41682, -1.05039], [0.82842, 1.96141, 0.58655], [-0.67176, 0.44842, 0.83778], [-5.12814, 1.53750, 10.02291], [-4.08241, 1.29125, 9.02982], [-3.20630, 2.30422, 8.71949], [-2.13797, 2.07425, 7.79935], [-2.09503, 0.87740, 7.16623], [-2.98200, -0.13764, 7.57392], [-4.00742, 0.07758, 8.43678], [-0.98136, 0.58969, 6.11939], [0.35985, 0.83764, 6.33135], [1.27381, 0.41615, 5.38020], [0.87222, -0.13462, 4.22880], [-0.44200, -0.37074, 3.98428], [-1.39590, 0.00790, 4.93944], [1.81338, -0.40920, 3.19145], [-4.68895, 2.14530, 10.81398], [-5.55662, 0.62054, 10.42752], [-5.77694, 2.26953, 9.54199], [-3.06840, 3.17656, 9.34111], [-1.42232, 2.85374, 7.58337], [-2.80417, -1.15985, 7.27416], [-4.69368, -0.70971, 8.71176], [0.61459, 1.23256, 7.30373], [2.33850, 0.43235, 5.56072], [-0.75570, -0.80044, 3.04442], [-2.41357, -0.27402, 4.71302], [2.21277, -1.35573, 3.55569], [2.44473, 0.47874, 3.22405], [1.36107, -0.46393, 2.20124], [-1.10664, -3.59891, -6.88436], [-0.28197, -2.53217, -6.19192], [-0.86400, -1.59752, -5.39343], [-0.06643, -0.57251, -4.91514], [1.36236, -0.56941, -5.11416], [1.92789, -1.63156, -5.83122], [1.04401, -2.61858, -6.33822], [2.24765, 0.50920, -4.57290], [3.37861, 1.01021, -5.21944], [4.09215, 2.06750, -4.77304], [3.63456, 2.69322, -3.61149], [2.57261, 2.23868, -2.90572], [1.87046, 1.11461, -3.37011], [4.31515, 3.87216, -3.01731], [-1.55671, -4.27434, -6.15682], [-0.45272, -4.28673, -7.42046], [-1.81432, -3.05987, -7.51421], [-1.94393, -1.58887, -5.38416], [-0.53425, 0.24033, -4.37958], [2.98113, -1.67714, -6.06580], [1.37542, -3.59456, -6.66075], [3.59344, 0.50488, -6.14944], [4.96020, 2.49948, -5.24873], [2.35779, 2.80188, -2.00960], [1.03491, 0.64804, -2.86954], [5.36766, 3.79645, -3.29044], [4.19875, 3.88468, -1.93362], [3.80001, 4.67327, -3.54736], [6.27219, -3.72868, 0.11472], [4.77686, -3.71860, 0.08742], [4.04502, -4.12157, 1.21369], [2.64488, -3.99999, 1.20262], [1.97027, -3.67270, -0.02184], [2.74868, -3.37835, -1.12946], [4.15087, -3.37593, -1.01626], [0.52422, -3.56645, -0.07649], [-0.26312, -4.60535, 0.39227], [-1.64851, -4.43737, 0.52498], [-2.23562, -3.36927, -0.04163], [-1.57251, -2.29787, -0.54854], [-0.14043, -2.40144, -0.55739], [-3.72336, -3.27533, -0.12768], [6.56703, -4.52457, -0.56920], [6.66258, -4.04854, 1.08084], [6.66713, -2.72847, -0.06330], [4.57481, -4.40406, 2.11142], [2.05640, -4.17651, 2.09085], [2.29861, -3.22873, -2.09975], [4.80542, -3.20470, -1.85806], [0.23772, -5.50117, 0.72851], [-2.27187, -5.27364, 0.80512], [-2.08793, -1.41201, -0.88910], [0.47065, -1.53888, -0.77868], [-4.15231, -3.70119, 0.77937], [-3.99795, -3.99507, -0.89883], [-4.22182, -2.34061, -0.38446], [-7.38146, 2.46213, 3.22256], [-6.46005, 2.43035, 2.04236], [-5.19494, 2.02946, 2.20736], [-4.25492, 2.37232, 1.23435], [-4.67464, 3.06917, 0.07541], [-6.01351, 3.34597, -0.08037], [-6.87173, 3.09046, 0.94498], [-3.73532, 3.22005, -1.06208], [-2.41158, 3.64698, -0.84680], [-1.62097, 3.87593, -2.02925], [-2.06174, 3.56778, -3.25052], [-3.26013, 2.93448, -3.50642], [-4.14267, 2.85808, -2.42622], [-1.30066, 3.90261, -4.42194], [-8.19653, 3.16847, 3.06490], [-6.65373, 2.79479, 3.96272], [-7.79045, 1.45178, 3.22360], [-5.03946, 1.34291, 3.02643], [-3.22412, 2.05760, 1.30364], [-6.38438, 3.84665, -0.96252], [-7.91600, 3.36529, 0.92646], [-2.01668, 3.96833, 0.10567], [-0.62520, 4.29335, -2.05369], [-3.49363, 2.72858, -4.54058], [-5.11248, 2.41279, -2.59231], [-1.87776, 3.91924, -5.34648], [-0.40117, 3.29175, -4.49861], [-0.94018, 4.92676, -4.32574], [4.08976, 0.12917, 0.16757], [4.00015, -1.07785, 0.68218], [2.94093, 0.30082, -0.52851], [4.21474, 1.02678, 1.13809], [5.54285, 0.33813, -1.08518], [5.68605, 1.74598, -1.48838], [6.71910, -0.12716, -0.34851], [4.99265, -0.77953, -2.37889], [6.28879, -0.95981, -3.25301], [6.78211, 0.29281, -3.87604], [7.33792, -1.65775, -2.58342], [5.70786, -2.10051, -4.73675], [5.59068, -1.30010, -5.77257], [6.65619, -3.00725, -4.90413], [4.51785, -2.67065, -4.43457]]
}


{
  "formula": "C5H8O",
  "method": "ωB97M-V/def2-TZVPD",
  "lumo_energy_ha": 0.0329,
  "homo_lumo_gap_ev": 8.4866,
  "de_lowest_kcal_mol": 137.1,
  "species": ["O", "C", "C", "C", "C", "C", "H", "H", "H", "H", "H", "H", "H", "H"],
  "coordinates": [[-0.29822, 1.74723, -1.24737], [-0.79849, 0.76910, -1.94386], [-0.59197, 0.45662, -0.19543], [0.49118, 0.70190, 0.88043], [0.43307, -0.80912, 1.18950], [-0.12204, -1.02324, -0.23298], [-0.04201, 0.43921, -2.72004], [-1.60699, 0.59140, 0.16607], [1.44491, 0.97619, 0.42287], [0.24155, 1.42319, 1.66308], [1.37382, -1.30678, 1.43868], [-0.31235, -1.04510, 1.95495], [0.69313, -1.16001, -0.95007], [-0.90558, -1.76059, -0.42585]]
}


{
  "formula": "C12H24F6N5O4RuS2",
  "method": "ωB97M-V/def2-TZVPD",
  "lumo_energy_ha": [-0.1904, -0.3301],
  "multiplicity": 6,
  "homo_lumo_gap_ev": [10.6470, 8.6415],
  "charge": 2,
  "species": ["Ru", "C", "C", "N", "C", "C", "N", "C", "C", "C", "N", "C", "C", "N", "C", "H", "H", "H", "H", "H", "H", "H", "H", "H", "H", "H", "H", "H", "H", "H", "H", "H", "H", "H", "H", "H", "H", "H", "H", "F", "C", "F", "F", "S", "O", "O", "N", "S", "O", "O", "C", "F", "F", "F"],
  "coordinates": [[0.03864, 0.02823, -0.27301], [-3.07089, -0.54073, -0.69295], [-3.01758, 0.95397, -0.97216], [-1.63473, 1.52083, -0.83330], [-1.52577, 2.80709, -0.07759], [-0.61514, 2.68061, 1.13831], [0.65878, 2.05954, 0.71764], [1.78747, 2.22183, 1.67436], [1.90286, 1.11781, 2.70665], [2.35873, -0.21549, 2.13212], [1.26383, -0.97180, 1.46816], [0.38794, -1.63789, 2.46846], [-0.98071, -1.94658, 1.89574], [-1.52601, -0.71248, 1.27406], [-2.92721, -0.88335, 0.77882], [-2.32467, -1.08289, -1.29311], [-4.03376, -0.91895, -1.04202], [-3.68156, 1.48104, -0.28517], [-3.36823, 1.16750, -1.98201], [-1.32276, 1.72613, -1.77890], [-2.51714, 3.14816, 0.21776], [-1.11659, 3.56404, -0.74936], [-1.07140, 2.07942, 1.92773], [-0.43423, 3.67209, 1.56320], [0.95222, 2.53996, -0.13246], [1.68393, 3.19387, 2.16347], [2.70062, 2.26013, 1.07798], [0.96978, 1.01113, 3.26628], [2.63810, 1.43806, 3.44700], [2.78087, -0.84789, 2.91793], [3.14498, -0.05800, 1.39019], [1.70804, -1.71134, 0.92849], [0.28551, -0.96941, 3.32459], [0.86995, -2.54706, 2.83404], [-1.64939, -2.28845, 2.68935], [-0.94057, -2.71977, 1.13019], [-1.53352, -0.00857, 2.00965], [-3.58711, -0.24460, 1.37029], [-3.23182, -1.91225, 0.96889], [-0.86721, -0.15025, -3.43868], [0.23341, 0.24170, -4.10900], [0.54978, -0.61244, -5.03820], [0.00376, 1.43355, -4.62501], [1.59624, 0.45162, -2.85200], [1.05156, 1.51746, -1.99232], [2.81019, 0.61502, -3.54580], [1.53928, -0.76430, -1.77721], [1.04963, -2.29714, -1.99305], [0.13113, -2.42450, -0.86421], [0.64476, -2.65131, -3.29764], [2.55467, -3.29090, -1.54978], [2.99258, -2.87265, -0.35409], [3.48140, -3.09601, -2.45553], [2.20737, -4.55375, -1.47681]]
}


{
  "formula": "C4H7ClN3",
  "method": "ωB97M-V/def2-TZVPD",
  "lumo_energy_ha": [-0.2182, -0.2182],
  "homo_lumo_gap_ev": [8.3190, 8.3197],
  "charge": 1,
  "de_lowest_kcal_mol": 59.5,
  "species": ["C", "C", "C", "C", "N", "N", "N", "Cl", "H", "H", "H", "H", "H", "H", "H"],
  "coordinates": [[-0.12999, 1.23676, 0.96372], [-0.37833, 2.20947, 0.01339], [0.71913, -0.01680, -0.89958], [0.31607, -0.14279, 0.52342], [-0.14438, 0.74770, -1.60897], [1.51692, -0.74008, -1.64711], [-0.71665, 1.76948, -1.18338], [-2.82387, -0.54856, -0.29860], [-0.28161, 1.26484, 1.94956], [-0.65942, 3.29894, 0.12862], [1.02462, -0.64121, 1.18952], [-0.72248, -0.61917, 0.57564], [2.23093, -1.21611, -1.15424], [1.56841, -0.38180, -2.59565], [-2.70137, -1.68048, 0.35825]]
}


{
  "formula": "C4H10S2",
  "method": "ωB97M-V/def2-TZVPD",
  "lumo_energy_ha": 0.0307,
  "homo_lumo_gap_ev": 9.5706,
  "smiles": "CS[C@H](C)CS",
  "de_lowest_kcal_mol": 28.5,
  "species": ["C", "C", "C", "C", "H", "H", "H", "H", "H", "H", "H", "H", "H", "H", "S", "S"],
  "coordinates": [[0.55624, 1.03660, 2.35931], [0.03384, -0.46703, -0.05828], [0.81541, -1.23453, -1.13620], [-0.96048, 0.43861, -0.76063], [1.30839, 0.89956, 3.16637], [0.27312, 2.13690, 2.34990], [-0.22039, 0.33479, 2.53973], [-0.44009, -0.98265, 0.76910], [1.87075, -1.56530, -0.79896], [0.35600, -1.95616, -1.63003], [1.06254, -0.45990, -1.83404], [-0.37644, 1.04559, -1.45063], [-1.25860, 1.22063, -0.07032], [-1.93667, -0.87745, -2.65728], [1.39467, 0.54393, 0.82532], [-2.47829, -0.11360, -1.61337]]
}


{
  "formula": "C6H11N",
  "method": "ωB97M-V/def2-TZVPD",
  "lumo_energy_ha": 0.0397,
  "homo_lumo_gap_ev": 8.8312,
  "smiles": "C=CC(N)=C(C)C",
  "de_lowest_kcal_mol": 37.7,
  "species": ["C", "N", "C", "C", "C", "C", "C", "H", "H", "H", "H", "H", "H", "H", "H", "H", "H", "H"],
  "coordinates": [[0.28027, -2.16255, -0.10991], [0.02029, -0.26156, 1.96026], [0.08704, 0.17709, 0.62186], [0.11183, -0.69791, -0.42030], [0.72998, -0.27595, -1.74304], [-1.13037, 1.97043, -0.54150], [-0.17438, 1.59368, 0.28701], [-0.45342, -2.78972, -0.62556], [1.24445, -2.50721, -0.49627], [0.27095, -2.43583, 0.93555], [-0.16168, 0.53103, 2.56341], [-0.65096, -0.99126, 2.13631], [-0.02015, 0.02818, -2.47722], [1.27378, -1.10170, -2.19806], [1.41449, 0.55964, -1.63296], [-1.86241, 1.31846, -0.95450], [-1.27133, 3.02257, -0.71323], [0.34142, 2.36892, 0.85420]]
}


{
  "formula": "C5H7NO",
  "method": "ωB97M-V/def2-TZVPD",
  "lumo_energy_ha": -0.0110,
  "homo_lumo_gap_ev": 9.7278,
  "de_lowest_kcal_mol": 89.6,
  "species": ["C", "C", "C", "C", "N", "C", "O", "H", "H", "H", "H", "H", "H", "H"],
  "coordinates": [[-1.85959, 0.27988, -0.01824], [-0.37135, 0.11565, -0.07434], [0.58119, 0.92341, 0.56188], [1.79052, 0.23469, 0.52856], [1.70835, -0.96849, -0.08368], [0.26231, -1.25438, -0.01188], [-0.24819, -2.32880, 0.06197], [-2.15629, 1.33137, 0.02559], [-2.18536, -0.20369, 0.91145], [-2.38239, -0.21331, -0.84169], [0.40347, -0.01206, -1.44643], [0.42548, 1.93801, 0.90570], [2.76071, 0.63015, 0.80556], [1.27115, -0.47242, -1.32446]]
}


{
  "formula": "C3H6ClNO2",
  "method": "ωB97M-V/def2-TZVPD",
  "lumo_energy_ha": 0.0174,
  "homo_lumo_gap_ev": 10.6131,
  "smiles": "N[C@H](CCl)C(=O)O",
  "de_lowest_kcal_mol": 0.4,
  "species": ["C", "C", "C", "H", "H", "H", "H", "H", "H", "N", "O", "O", "Cl"],
  "coordinates": [[-0.07921, 0.03270, -0.47432], [-1.28967, 0.42054, 0.40988], [0.52780, -1.33774, -0.05268], [0.66714, 1.93673, -0.19076], [1.66594, 0.93747, -1.06416], [-0.40526, -0.15598, -1.51995], [-1.64983, 1.41166, 0.09015], [-1.08806, 0.40981, 1.46636], [1.57791, -0.25793, 1.11939], [1.01298, 1.02320, -0.26829], [1.39983, -1.24347, 0.96088], [0.23704, -2.38219, -0.57465], [-2.57661, -0.79481, 0.09815]]
}


Q: What is the formula in the seventh record?
A: C5H7NO